# 1
{"formula": "C32H45N7O5P2S3W", "method": "ωB97M-V with the def2-TZVPD basis set", "multiplicity": 3, "s_squared": 2.018, "fmax_ev_per_a": 0.403, "homo_ev": [-6.8, -7.5], "gap_ev": [6.82, 7.01], "symbols": ["W", "C", "C", "C", "C", "C", "C", "C", "C", "N", "C", "O", "C", "C", "C", "C", "C", "N", "C", "O", "N", "C", "C", "C", "C", "C", "C", "C", "C", "H", "H", "H", "H", "H", "H", "H", "H", "H", "H", "H", "H", "H", "H", "H", "H", "H", "H", "H", "H", "H", "S", "C", "S", "S", "C", "N", "C", "P", "O", "O", "P", "O", "N", "C", "C", "N", "C", "C", "N", "C", "C", "H", "H", "H", "H", "H", "H", "H", "H", "H", "H", "H", "H", "H", "H", "H", "H", "H", "H", "H", "H", "H", "H", "H", "H"], "coordinates": [[0.49189, 0.67535, -0.28658], [2.54505, -2.25221, -2.48927], [2.61284, -1.00354, -3.31445], [2.75819, -1.08064, -4.69122], [2.90927, 0.06788, -5.45154], [2.95853, 1.29804, -4.82415], [2.81556, 1.41043, -3.44319], [2.97952, 2.75081, -2.78670], [2.58474, 0.25219, -2.70204], [2.38369, 0.34545, -1.27916], [3.47835, -0.00187, -0.55868], [4.55343, -0.42803, -0.95709], [3.26669, 0.26043, 0.90303], [4.17525, -0.00075, 1.91196], [3.83712, 0.36869, 3.20883], [2.63032, 1.01864, 3.45721], [1.78787, 1.25086, 2.38813], [2.10952, 0.85155, 1.16086], [0.55609, 2.11353, 2.40834], [0.20499, 2.67536, 3.43697], [0.05196, 2.24193, 1.16001], [-0.62485, 3.47895, 0.88681], [0.16265, 4.49569, 0.32790], [1.64921, 4.32105, 0.20042], [-0.44004, 5.68438, -0.05313], [-1.79898, 5.88350, 0.14438], [-2.54591, 4.90397, 0.76797], [-1.97091, 3.69709, 1.16357], [-2.79655, 2.71536, 1.94135], [1.81348, -2.14909, -1.68430], [2.28379, -3.11044, -3.10950], [3.51664, -2.43872, -2.02426], [2.75824, -2.05302, -5.16958], [3.01109, 0.00066, -6.52678], [3.12214, 2.19657, -5.40669], [3.42807, 3.45631, -3.48560], [3.62589, 2.68209, -1.90968], [2.01992, 3.15706, -2.46766], [5.11653, -0.46550, 1.65581], [4.52482, 0.17784, 4.02236], [2.34309, 1.37736, 4.43550], [1.91354, 3.38095, -0.28633], [2.11491, 4.31142, 1.19036], [2.08749, 5.14009, -0.36856], [0.16370, 6.46100, -0.50661], [-2.26541, 6.80891, -0.16733], [-3.59878, 5.07012, 0.96622], [-3.77764, 2.57295, 1.48153], [-2.95461, 3.08940, 2.95519], [-2.29337, 1.76079, 2.00695], [-1.77667, 1.04966, -4.31198], [-0.91546, 0.91758, -2.92667], [-0.38487, 2.23795, -1.93119], [-0.45139, -0.60670, -2.20953], [0.65707, -2.54229, 3.31744], [-0.17266, -3.11232, 2.26234], [-0.77950, -4.39705, 2.57243], [-0.17682, -2.54396, 0.73201], [0.66374, -1.30322, 0.72929], [-1.69163, -2.23316, 0.29745], [-2.49322, -0.82533, 0.45065], [-1.52639, 0.30837, 0.42542], [-3.61602, -0.88872, -0.70867], [-3.71106, -1.91188, -1.74295], [-4.15570, 0.42200, -1.11102], [-3.24760, -0.81807, 1.89802], [-4.53314, -1.45551, 2.13920], [-2.47649, -0.58014, 3.11502], [0.15635, -3.79304, -0.25218], [-0.43706, -4.04016, -1.56454], [1.36058, -4.57936, 0.00690], [0.08021, -2.48157, 4.24248], [0.98481, -1.54402, 3.04303], [1.53921, -3.16414, 3.49993], [-1.27957, -4.33499, 3.54040], [-0.03237, -5.19528, 2.62136], [-1.52188, -4.66180, 1.82199], [-3.42869, -2.88249, -1.34311], [-3.07769, -1.66460, -2.59874], [-4.75091, -1.96859, -2.06826], [-3.97811, 1.16326, -0.33249], [-5.23079, 0.32990, -1.27105], [-3.67127, 0.76391, -2.02829], [-5.16810, -0.78695, 2.72435], [-4.40328, -2.38562, 2.70093], [-5.03122, -1.66942, 1.19828], [-3.00519, 0.12410, 3.75893], [-1.50603, -0.14688, 2.87557], [-2.32742, -1.51758, 3.66058], [-1.34800, -3.46775, -1.68681], [-0.66595, -5.10520, -1.64194], [0.25120, -3.75978, -2.36190], [1.70151, -4.43352, 1.03161], [2.16987, -4.30005, -0.67160], [1.12865, -5.63646, -0.13425]], "mulliken_spin": [1.5113, 0.0019, 0.0179, -0.0028, -0.0005, -0.0033, 0.0080, 0.0182, -0.0083, 0.0069, -0.0315, 0.0418, 0.1001, -0.0183, 0.0201, -0.0130, 0.0921, 0.0173, -0.0284, 0.0371, -0.0047, 0.0358, -0.0138, 0.0424, 0.0002, -0.0015, -0.0008, 0.0142, 0.0070, 0.0131, 0.0006, -0.0010, 0.0000, -0.0003, 0.0001, -0.0003, -0.0017, -0.0106, 0.0006, 0.0009, 0.0000, -0.0065, 0.0013, -0.0010, -0.0002, 0.0001, 0.0001, -0.0010, 0.0000, -0.0042, 0.0450, 0.0149, -0.0081, -0.0212, 0.0020, 0.0051, 0.0001, 0.0036, 0.0475, -0.0020, -0.0254, 0.0913, 0.0036, 0.0024, 0.0082, -0.0014, 0.0000, 0.0046, 0.0009, -0.0015, 0.0017, -0.0002, -0.0015, 0.0002, -0.0001, 0.0001, 0.0000, 0.0002, -0.0008, 0.0001, -0.0050, 0.0000, -0.0010, 0.0001, -0.0001, 0.0000, 0.0004, 0.0004, -0.0003, 0.0014, 0.0000, 0.0005, -0.0008, 0.0000, 0.0001]}



# 2
{"formula": "C32H46AuNO5S2Se", "method": "ωB97M-V with the def2-TZVPD basis set", "multiplicity": 3, "s_squared": 2.036, "fmax_ev_per_a": 1.305, "homo_ev": [-7.5, -7.5], "gap_ev": [7.88, 4.69], "symbols": ["Au", "C", "C", "C", "C", "C", "C", "C", "Se", "C", "C", "C", "C", "C", "C", "O", "C", "C", "C", "C", "C", "C", "C", "C", "C", "O", "C", "C", "C", "C", "C", "C", "H", "H", "H", "H", "H", "H", "H", "H", "H", "H", "H", "H", "H", "H", "H", "H", "H", "H", "H", "H", "H", "H", "H", "H", "H", "H", "H", "H", "H", "H", "H", "H", "H", "H", "H", "H", "H", "H", "H", "H", "S", "C", "C", "N", "C", "H", "H", "H", "C", "S", "O", "O", "O", "H", "H", "H"], "coordinates": [[2.15700, 0.77350, 1.82946], [-2.24684, -5.68810, -1.02052], [-2.35597, -4.18792, -1.33466], [-2.08945, -3.95841, -2.83093], [-3.78719, -3.74419, -1.02571], [-1.31882, -3.41804, -0.52343], [-1.65677, -2.43333, 0.38614], [-0.66293, -1.77925, 1.09367], [-1.02946, -0.42383, 2.39358], [-1.59376, 0.92647, 1.15723], [-2.72542, 0.86446, 0.39148], [-3.04522, 1.92574, -0.46005], [-2.18730, 3.04123, -0.49231], [-1.03615, 3.15709, 0.24865], [-0.68392, 2.04999, 1.11339], [0.34634, 2.01894, 1.85795], [-0.15022, 4.39212, 0.15371], [-0.74073, 5.46201, -0.76711], [0.03678, 5.00315, 1.55356], [1.20488, 3.95525, -0.42298], [-4.31161, 1.84676, -1.29466], [-5.52770, 1.75259, -0.35831], [-4.50486, 3.06982, -2.19629], [-4.25104, 0.59406, -2.18405], [0.72290, -2.03767, 0.93563], [1.60165, -1.36830, 1.64759], [1.06411, -3.08008, 0.01098], [0.04100, -3.71453, -0.66814], [2.52183, -3.49380, -0.19180], [3.10653, -3.92431, 1.16255], [3.29492, -2.29198, -0.75445], [2.67628, -4.65839, -1.17089], [-2.99823, -6.24391, -1.58595], [-2.41064, -5.86508, 0.04350], [-1.26511, -6.08101, -1.28447], [-2.82985, -4.48983, -3.43370], [-1.10129, -4.31929, -3.11598], [-2.14933, -2.89524, -3.07044], [-4.48444, -4.31359, -1.64235], [-3.93304, -2.68599, -1.25155], [-4.03892, -3.92526, 0.02055], [-2.68964, -2.18592, 0.58602], [-3.37333, 0.00282, 0.46902], [-2.44944, 3.86112, -1.14219], [-1.71562, 5.80362, -0.41300], [-0.83823, 5.09724, -1.79149], [-0.07164, 6.32217, -0.78606], [-0.93122, 5.26703, 1.98547], [0.64335, 5.90849, 1.48793], [0.53642, 4.30148, 2.21555], [1.06601, 3.38188, -1.34241], [1.75618, 3.34274, 0.28082], [1.81811, 4.82706, -0.65697], [-5.57628, 2.62946, 0.28929], [-5.48457, 0.86550, 0.27363], [-6.44377, 1.70749, -0.94882], [-4.62938, 3.97927, -1.60643], [-5.40557, 2.93427, -2.79505], [-3.66525, 3.19873, -2.88105], [-4.21194, -0.31903, -1.58979], [-3.37029, 0.62280, -2.82760], [-5.13800, 0.54618, -2.81734], [0.30567, -4.49860, -1.36489], [3.04219, -3.10825, 1.87458], [4.15519, -4.21285, 1.05366], [2.55101, -4.77713, 1.55859], [3.23257, -1.44898, -0.07531], [2.87640, -1.99279, -1.71788], [4.34755, -2.55064, -0.89820], [2.15154, -5.54881, -0.81983], [3.73489, -4.90736, -1.26063], [2.31082, -4.39304, -2.16470], [6.51363, -0.82009, 1.46577], [5.69630, -1.56046, 2.78398], [4.40743, -1.15729, 2.81015], [4.07399, -0.27856, 1.81167], [5.08710, -0.00947, 1.03556], [6.20368, -2.24213, 3.44362], [3.64517, -1.46645, 3.50732], [5.03147, 0.66704, 0.20066], [4.07130, 4.94211, 2.44422], [4.24615, 3.21466, 2.01077], [5.50578, 2.76601, 2.56172], [4.14535, 3.11327, 0.56407], [3.05986, 2.59400, 2.69421], [5.00439, 5.43453, 2.18701], [3.87857, 4.99146, 3.51189], [3.23810, 5.34357, 1.87354]], "mulliken_spin": [0.5407, 0.0031, 0.0004, 0.0038, 0.0012, 0.0289, -0.0284, 0.0369, 0.0330, 0.0843, -0.0225, 0.0294, 0.0761, 0.1427, 0.2719, 0.2919, 0.0272, -0.0011, 0.0108, 0.0219, 0.0270, 0.0271, 0.0094, 0.0330, 0.0097, 0.1406, 0.0298, -0.0214, -0.0068, 0.0064, 0.0171, 0.0007, -0.0001, 0.0001, -0.0001, 0.0000, -0.0004, -0.0003, 0.0000, -0.0004, 0.0000, 0.0041, -0.0052, -0.0052, 0.0008, 0.0014, 0.0003, -0.0035, 0.0019, -0.0025, 0.0007, -0.0096, 0.0028, -0.0021, -0.0008, 0.0022, -0.0011, 0.0001, -0.0002, -0.0054, -0.0010, 0.0012, -0.0033, -0.0038, 0.0002, -0.0006, -0.0081, 0.0000, 0.0002, 0.0000, 0.0001, 0.0000, 0.0092, 0.0078, -0.0013, 0.1130, -0.0100, 0.0001, 0.0034, 0.0034, 0.0049, 0.0041, 0.0019, -0.0008, 0.0757, 0.0009, 0.0005, -0.0002]}